# C39H73AsBrCl2N4O6S2Si3Y

C39H73AsBrCl2N4O6S2Si3Y as an isolated structure at a distorted geometry (ωB97M-V/def2-TZVPD, the Open Molecules 2025 dataset).

Kohn-Sham gap	7.27	eV
E_LUMO	0.33	eV
HOMO energy	-6.94	eV

Geometry as XYZ:
```
132
Properties=species:S:1:pos:R:3:forces:R:3:nbo_charge:R:1
Y -0.538514 -1.258225 -0.447189 2.4498 -1.7320 -1.2977 1.510
Cl -2.133914 0.399675 -2.283289 -0.5535 0.3735 0.1561 0.096
C -1.231714 0.011375 -3.735189 0.4078 -0.0730 -0.2333 -0.390
Cl -0.420614 -1.538425 -3.462689 0.0529 -0.1580 -0.6145 0.081
H -0.464314 0.775875 -3.850789 -0.1088 -0.1143 -0.0591 0.261
H -1.909514 -0.081525 -4.581889 0.0892 0.0474 0.1650 0.238
C 3.195486 -4.181725 0.902111 -0.1231 0.1778 -0.2393 -0.708
C 2.002986 -3.330025 1.264411 0.2906 -0.4311 0.3169 0.732
O 1.398986 -2.661125 0.441611 -0.5831 0.1733 -0.4712 -0.646
N 1.659686 -3.379725 2.568211 -0.1014 0.0650 0.1264 -0.598
C 0.560286 -2.604725 3.123211 -0.1525 0.2607 -0.3158 -0.246
C 0.885586 -1.134525 3.195111 -0.0811 -0.0492 0.5054 0.212
C 1.078786 -0.493025 4.408511 -0.0624 -0.1457 -0.2418 -0.260
C 1.362386 0.864775 4.405511 0.1033 0.0770 -0.1519 -0.173
C 1.505686 1.512275 3.192311 0.0967 -0.1727 0.2241 -0.206
C 1.331286 0.776875 2.025211 0.3212 0.2432 0.0976 0.066
N 0.989286 -0.501425 2.028811 -0.3671 0.0708 -0.4597 -0.472
H 3.251086 -4.265225 -0.179689 0.0119 0.0080 0.0110 0.252
H 3.103786 -5.171825 1.341411 0.0313 -0.0700 0.0488 0.228
H 4.104886 -3.707825 1.267911 0.0763 0.0076 0.0260 0.238
H 2.239386 -3.903125 3.205111 -0.0397 0.0193 -0.1723 0.404
H 0.329686 -3.001725 4.111611 -0.0860 -0.0010 -0.1039 0.219
H -0.312714 -2.722125 2.466611 0.1245 -0.0945 0.2766 0.238
H 0.994586 -1.045325 5.330611 -0.0383 -0.0591 0.1337 0.215
H 1.491886 1.386375 5.343211 0.0012 0.1037 0.0282 0.215
H 1.739886 2.564975 3.145211 0.0623 0.0700 -0.0695 0.209
H 1.479086 1.206975 1.044211 -0.0705 0.0966 0.1173 0.253
C -0.948614 6.274775 3.968511 -0.1193 -0.2741 0.0630 -0.609
C -1.264614 4.788375 3.871111 -0.0430 0.2516 0.1743 -0.216
N -1.086014 4.310775 2.512211 -0.1132 0.1151 -0.0008 -0.618
C -1.812414 3.300475 1.966611 0.2171 -0.4070 -0.3608 0.325
S -1.080414 2.221375 0.934111 0.1592 0.2473 -0.3352 -0.200
N -3.127314 3.188475 2.267511 -0.1208 -0.1617 0.1314 -0.626
C -4.060514 4.303975 2.282111 -0.2156 0.1312 0.2262 -0.219
C -5.087714 4.145075 3.395211 0.1851 0.1338 -0.2072 -0.609
H -1.116314 6.620975 4.983911 0.0439 0.1092 0.1368 0.214
H -1.580414 6.847675 3.295411 -0.0764 0.0628 -0.0817 0.211
H 0.088986 6.463175 3.704511 0.1247 0.0650 -0.0212 0.205
H -2.291314 4.591375 4.176411 0.0873 -0.0169 0.0237 0.207
H -0.605514 4.223075 4.545211 -0.1398 0.0279 -0.0197 0.185
H -0.126614 4.313275 2.190411 -0.1617 -0.1081 -0.0941 0.406
H -3.524414 2.330275 1.893811 0.2277 0.2031 0.0687 0.423
H -4.578114 4.343975 1.314811 0.1148 0.0524 0.0463 0.198
H -3.505714 5.236575 2.392111 0.0090 -0.0678 -0.0329 0.202
H -5.632614 3.213775 3.269911 -0.1168 -0.1155 0.0175 0.212
H -5.793314 4.970175 3.367311 -0.1598 0.0686 0.0229 0.213
H -4.609214 4.129975 4.370511 0.0622 -0.0219 0.1249 0.205
C 4.205886 -0.091925 -5.246189 -0.1300 0.2543 0.2766 -0.618
C 3.659886 1.077275 -4.418289 0.1345 0.0625 -0.8817 0.297
C 2.217886 1.368775 -4.831789 0.2512 -0.1062 0.1617 -0.642
C 4.527386 2.320675 -4.624089 -0.1763 -0.2176 0.0908 -0.638
O 3.717486 0.681075 -3.066189 0.1097 -0.1516 0.3380 -0.965
Si 3.008386 1.328975 -1.743689 -0.3427 -0.1608 0.0517 2.285
S 1.053386 0.676775 -1.482389 -0.1081 -0.0787 0.2757 -1.002
O 2.907886 2.939575 -1.987689 0.0489 -0.1541 -0.3047 -0.967
C 3.001986 4.020875 -1.091889 0.1924 0.8387 0.3659 0.296
C 4.484686 4.282075 -0.816789 -0.2709 -0.0456 -0.1172 -0.633
C 2.347886 5.228975 -1.772389 0.1473 -0.3540 0.1135 -0.618
C 2.280586 3.724175 0.220211 0.0329 -0.0601 -0.4038 -0.662
O 4.000686 1.032175 -0.475489 -0.3610 0.3941 -0.0356 -0.959
C 5.029486 0.077175 -0.328189 0.7126 -0.5076 0.2892 0.281
C 6.280486 0.523075 -1.093989 -0.2947 0.0187 0.1324 -0.633
C 4.555086 -1.281425 -0.841989 -0.0342 0.2532 0.0834 -0.643
C 5.343286 0.013075 1.171811 -0.1663 0.0460 -0.3897 -0.614
H 4.128486 0.137475 -6.306789 0.0351 -0.0172 -0.1106 0.205
H 3.629986 -0.990125 -5.032589 -0.0524 -0.0898 -0.0101 0.213
H 5.249086 -0.278825 -4.997189 0.0800 -0.0168 0.0182 0.209
H 2.169386 1.692875 -5.867989 0.0168 0.0559 -0.1230 0.209
H 1.816786 2.145575 -4.188089 -0.1925 0.1716 0.0077 0.227
H 1.626786 0.464675 -4.712389 -0.1355 -0.1185 0.0139 0.208
H 4.511286 2.611175 -5.671389 0.0445 0.0869 -0.1280 0.205
H 5.555386 2.120975 -4.326489 0.0929 -0.0406 0.0129 0.207
H 4.136886 3.127775 -4.012189 0.0142 0.1598 -0.0244 0.230
H 5.006486 4.493775 -1.747989 0.0673 0.0694 -0.0800 0.209
H 4.915686 3.388375 -0.373489 0.1174 -0.0314 0.0900 0.221
H 4.603386 5.120975 -0.135589 0.0782 0.1165 0.0797 0.202
H 2.801286 5.408275 -2.744789 0.0711 0.0175 -0.0873 0.210
H 2.469186 6.117475 -1.156189 -0.0049 0.1008 0.0386 0.201
H 1.286386 5.036975 -1.913689 -0.1090 -0.0033 -0.0282 0.215
H 2.798586 2.918675 0.731111 0.0603 -0.1022 0.2293 0.216
H 1.259586 3.413675 0.012511 -0.1327 -0.0150 0.0758 0.246
H 2.273086 4.611875 0.849511 0.0308 0.1129 0.1202 0.199
H 6.032286 0.666975 -2.141589 0.0346 -0.0363 -0.1252 0.226
H 7.054986 -0.236425 -1.006089 0.1037 -0.0421 -0.0219 0.206
H 6.661786 1.462275 -0.695489 0.0241 0.0667 0.0575 0.207
H 4.422086 -1.223025 -1.918089 -0.0012 -0.1556 -0.1199 0.237
H 3.592386 -1.516425 -0.393689 -0.1166 -0.0930 0.0763 0.220
H 5.271186 -2.065825 -0.606589 0.1054 -0.0654 0.0265 0.201
H 5.631386 1.000975 1.525711 0.0345 0.0852 0.0577 0.211
H 6.159586 -0.681025 1.360311 0.0695 -0.0767 0.0436 0.202
H 4.459686 -0.304925 1.721211 -0.1114 -0.0666 0.0921 0.209
Br -3.651014 -8.942925 -4.063889 0.0343 0.2032 0.0295 0.045
C -3.025414 -7.294425 -3.339789 -0.0640 -0.2063 -0.0303 -0.063
C -1.689414 -6.962425 -3.486289 -0.0454 -0.1131 -0.0183 -0.253
C -1.225914 -5.799325 -2.901089 -0.1147 0.1415 0.1168 -0.170
C -2.094714 -4.966125 -2.205689 0.0806 0.0150 0.0004 -0.092
C -3.435914 -5.306525 -2.088589 0.1205 0.1286 -0.0494 -0.183
C -3.906614 -6.477725 -2.650789 -0.0832 -0.1950 -0.0263 -0.239
C -1.578114 -3.694425 -1.607589 -0.6099 -0.2347 -0.2601 0.771
O -0.353214 -3.586425 -1.369889 0.5890 0.5413 0.3298 -0.757
O -2.384714 -2.756425 -1.379989 0.3721 0.1992 0.1865 -0.763
H -1.026414 -7.610325 -4.039089 0.0427 -0.0438 -0.0127 0.228
H -0.189014 -5.516925 -2.974689 0.1708 0.0179 -0.0249 0.233
H -4.102514 -4.651025 -1.550389 -0.0519 0.0717 0.0209 0.237
H -4.943814 -6.761125 -2.548789 -0.0370 -0.0194 -0.0042 0.228
C -4.815814 -3.861825 1.075211 0.4650 0.5696 0.0252 -1.109
Si -3.189314 -3.118425 1.783511 -0.5059 -0.9842 1.0093 1.392
C -1.909914 -4.571625 1.668511 -0.0866 0.7256 -0.3043 -1.109
C -3.545014 -2.949025 3.673811 0.1879 0.1224 -0.7269 -1.108
As -2.521114 -0.924525 1.210111 -1.9996 0.1854 1.3100 -0.897
Si -4.457214 -0.321825 -0.031389 -1.2825 0.5541 0.1289 1.442
C -4.389414 1.575675 -0.381789 0.3441 -0.6555 0.0701 -1.146
C -5.058314 -1.140625 -1.669389 0.5611 -0.0698 0.4714 -1.136
C -5.947914 -0.455425 1.190511 0.7779 -0.0959 -0.3114 -1.116
H -5.649314 -3.607225 1.721111 -0.1478 0.1077 0.1535 0.232
H -4.768714 -4.946125 1.023411 0.1690 -0.1489 -0.0126 0.233
H -5.037414 -3.474825 0.087311 -0.0976 0.0344 -0.2677 0.231
H -2.378814 -5.510625 1.386411 -0.2758 -0.0299 -0.0806 0.240
H -1.411314 -4.748425 2.618311 0.0794 0.1072 0.1623 0.224
H -1.151814 -4.368425 0.913111 0.2332 -0.0990 -0.0203 0.233
H -3.959014 -3.849625 4.115711 -0.0502 -0.3027 0.0171 0.222
H -4.257214 -2.141725 3.825811 -0.1286 0.1414 0.0148 0.231
H -2.641914 -2.678725 4.219411 0.1449 0.0303 0.0496 0.218
H -4.811914 1.839975 -1.345689 -0.1689 -0.1154 -0.2151 0.235
H -3.365614 1.939575 -0.363489 0.0653 0.2100 0.0620 0.253
H -4.967314 2.100475 0.373411 -0.1246 0.1008 0.1985 0.212
H -4.334214 -1.867025 -2.024589 0.0406 -0.1295 -0.0564 0.264
H -5.183114 -0.396025 -2.452089 -0.0170 0.2072 0.0113 0.229
H -6.011814 -1.646625 -1.534089 -0.1249 -0.0319 0.1600 0.231
H -5.666714 -0.048425 2.160111 0.0351 0.0807 0.1225 0.225
H -6.241114 -1.486625 1.340211 -0.0803 -0.2740 0.0643 0.228
H -6.818614 0.083475 0.828211 -0.1024 0.1617 -0.2063 0.226
```
Positions in Å, forces in eV/Å.